Entry 1:
The following is a DFT calculation (ωB97M-V/def2-TZVPD) of a structure of composition C17H19BrN2O2 at a distorted geometry.

Each line ends with the Mulliken charge.
Cartesian coordinates (Å):
1 C 1.6317 4.2755 -3.3786  -0.9112
2 C 1.1598 3.5093 -2.2710  -0.3888
3 C -0.2181 2.9924 -2.0392  -0.4726
4 N -0.3536 1.7276 -1.7515  0.3377
5 C -0.6792 1.4702 -0.4799  0.3662
6 O -0.5241 2.3476 0.3951  -0.7143
7 C -0.4488 0.1049 -0.1124  -0.0067
8 C 0.7326 -0.8334 -0.2594  -1.3427
9 C 0.6792 -1.8471 0.8371  0.7232
10 O 1.4548 -2.7429 1.1210  -0.7777
11 N -0.1998 -1.6181 1.6078  0.2174
12 C -0.7246 -2.2037 2.7315  0.2163
13 C -0.4877 -3.3690 3.2047  0.3117
14 C -0.6208 -4.1665 4.3260  -1.0191
15 C -1.6229 -3.4617 5.1655  0.2664
16 C -1.8290 -2.0419 4.9941  -0.4033
17 C -1.5814 -1.3850 3.9379  -0.6293
18 H -1.8119 -0.4057 3.6823  0.4610
19 H -2.5903 -1.7962 5.7017  0.3184
20 Br -1.9380 -4.3047 6.8325  -0.1659
21 H -0.4319 -5.1069 4.4491  0.5959
22 H 0.5511 -3.9307 2.4115  0.0855
23 C -0.9047 -0.3683 1.2554  -0.8843
24 H -0.5326 0.6211 1.8875  0.3399
25 H -2.2076 -0.6353 1.1653  0.3139
26 H 1.6030 -0.1606 0.1384  0.2456
27 H 0.9787 -1.1331 -1.0421  1.0919
28 H -1.1896 -0.7503 -0.8961  0.2629
29 C -0.0150 0.9548 -2.9152  -0.5240
30 C 1.3676 0.7733 -3.2495  -0.2156
31 C 1.7646 0.6707 -4.6327  -1.2977
32 H 2.6819 0.6723 -4.9040  0.4031
33 H 1.0996 0.8681 -5.3796  0.3315
34 H 1.9594 0.7128 -2.4911  0.7144
35 H -0.7191 1.2935 -3.7596  0.3907
36 H -0.3583 -0.3145 -2.6967  0.2373
37 H -0.9936 3.2985 -3.0373  0.3335
38 H -0.3469 3.7711 -1.1308  0.2458
39 H 1.9591 3.2969 -1.6571  0.4285
40 H 2.7618 4.5863 -3.7064  0.1939
41 H 0.9443 4.6287 -4.0542  0.3205

## Properties
Energy above the lowest of the compared OMol25 structures with the same formula, charge and spin in kcal/mol: 376.1
Gap between HOMO and LUMO in eV: 8.422
HOMO level in hartree: -0.3081
DFT total energy in a.u.: -3492.63569

=====

Entry 2:
The following is a DFT calculation (ωB97M-V/def2-TZVPD) of a cluster of 5 separate species, C24H50ClIN4O21Si in total.

Each line ends with the Mulliken charge.
Cartesian coordinates (Å):
1 C 4.8761 0.7051 3.2353  -1.0328
2 C 4.0375 -0.5261 3.0816  0.8244
3 O 4.4383 -1.6640 3.1259  -0.5926
4 O 2.7298 -0.2278 2.8710  -0.3195
5 C 2.0266 -1.1212 1.9767  -0.9517
6 C 0.7893 -0.4337 1.4602  -0.4392
7 C 0.9707 0.9017 0.6888  1.7311
8 C 2.3096 0.9896 -0.0654  -0.8027
9 C 2.7504 -0.1554 -1.0188  -2.3663
10 O 1.7681 -1.1580 -1.1833  0.4973
11 Si 2.1947 -2.6280 -1.8235  0.5273
12 C 2.6848 -2.3320 -3.6099  -1.1934
13 C 0.7223 -3.7520 -1.7177  -0.4580
14 C 3.6015 -3.4162 -0.8834  -1.2114
15 C 0.9542 2.0610 1.7403  -0.8388
16 C -0.4435 2.5237 2.0731  0.0150
17 O -1.2635 1.8282 2.6293  -0.6249
18 O -0.6882 3.8029 1.7593  -0.4000
19 O -0.2249 0.9689 -0.1331  0.3209
20 C -0.4140 1.8793 -1.1191  0.4196
21 O 0.1942 3.0955 -0.8735  -0.1858
22 Cl 0.2443 1.3004 -2.7700  -0.1821
23 C -1.9714 1.9823 -1.3637  -1.5981
24 I -2.5388 4.0522 -1.7115  -0.0272
25 O -2.7204 1.4744 -0.3337  -0.2131
26 C -3.4652 0.2908 -0.5960  1.4826
27 C -4.9579 0.6234 -0.9117  -1.0412
28 O -5.2458 1.9989 -0.9379  -0.2611
29 O -5.5177 2.3532 0.4428  -0.3847
30 C -3.3955 -0.6227 0.6120  -1.8749
31 O -2.1804 -1.3376 0.6860  1.0575
32 C -2.3165 -2.7221 0.9049  -0.5404
33 O -1.3082 -3.1761 1.7467  -0.4009
34 C -1.3352 -2.6056 3.0465  0.2993
35 C -2.5686 -2.9813 3.8735  -0.9139
36 O -2.9918 -4.3184 3.6245  -0.5621
37 H 5.1976 1.0745 2.2626  0.1745
38 H 4.3020 1.4835 3.7380  0.2884
39 H 5.7390 0.4602 3.8553  0.3882
40 H 2.7054 -1.4527 1.1926  -0.1430
41 H 1.7358 -2.0175 2.5317  0.5135
42 H 0.2379 -1.1141 0.8165  -0.2070
43 H 0.1364 -0.2186 2.3119  0.8296
44 H 2.3654 1.9325 -0.6051  0.9125
45 H 3.0674 1.0748 0.7153  -0.1321
46 H 3.6854 -0.5920 -0.6453  0.5881
47 H 2.9942 0.2794 -1.9939  0.4138
48 H 2.0693 -1.5039 -3.9778  0.2608
49 H 3.7296 -2.0256 -3.6938  0.3092
50 H 2.5040 -3.2131 -4.2264  0.3940
51 H -0.1610 -3.3589 -2.2169  -0.3730
52 H 1.0160 -4.7046 -2.1725  0.4882
53 H 0.4952 -3.9595 -0.6690  0.2312
54 H 4.5146 -2.8190 -0.9805  0.3310
55 H 3.3956 -3.5150 0.1840  0.3240
56 H 3.8291 -4.4055 -1.2862  0.4501
57 H 1.3437 1.6736 2.6787  0.5832
58 H 1.5569 2.8968 1.3872  0.2779
59 H -1.5879 3.9860 2.0747  0.4561
60 H 0.8958 3.2397 -1.5156  0.4335
61 H -2.1965 1.5051 -2.3140  0.8852
62 H -3.0303 -0.2562 -1.4347  -0.0597
63 H -5.6090 0.1576 -0.1681  0.5855
64 H -5.2257 0.2354 -1.8954  0.2560
65 H -5.6357 3.3078 0.3405  0.3062
66 H -3.5401 -0.0189 1.5171  0.0157
67 H -4.2414 -1.3155 0.5351  0.6580
68 H -2.2093 -3.2724 -0.0333  -0.0481
69 H -3.3078 -2.9378 1.3284  0.3567
70 H -0.4315 -2.9670 3.5404  0.4329
71 H -1.2650 -1.5171 2.9717  -0.1019
72 H -3.3840 -2.2746 3.6867  0.3307
73 H -2.3137 -2.9041 4.9337  0.4255
74 H -3.8583 -4.2992 3.2154  0.3284
75 C 4.0566 5.6382 1.8779  -0.8311
76 N 4.6476 4.3098 2.1989  0.8774
77 O 4.5134 3.4216 1.3797  -0.4781
78 O 5.2200 4.1918 3.2594  -0.5458
79 H 3.5838 5.5766 0.9095  0.2886
80 H 3.3357 5.8679 2.6565  0.3099
81 H 4.8636 6.3636 1.8806  0.3643
82 C -2.1306 -2.6179 -3.9554  -0.7694
83 N -3.3037 -1.8980 -3.3891  1.0437
84 O -3.8698 -2.3551 -2.4173  -0.5195
85 O -3.6145 -0.8565 -3.9291  -0.5590
86 H -1.9533 -3.5154 -3.3823  0.3008
87 H -2.3605 -2.8456 -4.9908  0.3508
88 H -1.2968 -1.9227 -3.8887  0.2470
89 C 2.0976 9.5651 -0.8072  -0.7295
90 N 2.7733 8.4664 -0.0653  0.8407
91 O 3.9472 8.5955 0.2066  -0.5224
92 O 2.0948 7.5029 0.2227  -0.4572
93 H 2.8243 10.3467 -0.9899  0.3121
94 H 1.7183 9.1413 -1.7317  0.2847
95 H 1.2772 9.9123 -0.1872  0.2825
96 C -4.7313 -6.9288 -2.3719  -0.6882
97 N -3.6180 -6.5215 -3.2711  0.8430
98 O -2.8622 -7.3754 -3.6720  -0.5195
99 O -3.5418 -5.3387 -3.5364  -0.4807
100 H -4.6710 -7.9995 -2.2219  0.3072
101 H -4.6057 -6.3827 -1.4422  0.2365
102 H -5.6579 -6.6394 -2.8573  0.2893

## Properties
Structure (SMILES): CC(=O)OCC[C@](CCO[Si](C)(C)C)(CC(=O)O)O[C@@](O)(Cl)[C@H](I)O[C@H](COO)COCOCCO.C[N+](=O)[O-].C[N+](=O)[O-].C[N+](=O)[O-].C[N+](=O)[O-]
Gap between HOMO and LUMO in eV: 8.616
HOMO level in hartree: -0.3247
DFT total energy in a.u.: -3790.48883

=====

Q: The lowest HOMO level belongs to which entry?
A: C24H50ClIN4O21Si